Formula: C40H105N5O15
Source: the Open Molecules 2025 dataset
Level of theory: wB97M-V/def2-TZVPD

Geometry (Å):
H1 4.53476 -3.59501 -4.40619
O1 -3.60529 0.47791 -4.70697
C1 -1.16048 2.90963 4.77072
O2 -1.38275 -3.15274 -3.86139
H2 3.50533 -1.68747 -1.73846
O3 3.58491 11.26178 3.40492
H3 2.49559 -0.19998 2.10934
H4 1.08490 6.18302 3.38129
H5 -0.82397 -0.00845 -8.68768
H6 -0.27309 3.51755 4.59441
H7 -1.80038 -3.80153 1.92019
C2 -0.79037 1.86991 -7.87555
H8 -1.35826 2.11143 -5.21870
H9 2.18533 3.76871 3.00591
H10 -5.98475 -0.25630 -1.19296
O4 2.24165 5.03011 4.54746
H11 3.48575 -1.50172 -5.09906
C3 2.99695 8.96081 2.94388
H12 5.41315 -0.10485 -1.07259
H13 -0.36292 0.07420 5.66022
H14 2.57299 -1.81131 2.81107
H15 -0.47306 -2.48907 -1.82784
H16 1.02341 -5.78125 -0.50536
C4 2.28389 7.43525 4.59793
H17 -1.19694 -4.21893 -0.27541
H18 2.68340 3.04093 4.58866
H19 1.52485 -1.08331 4.82824
H20 3.27492 7.31879 5.03656
C5 -1.01965 1.88485 5.96622
H21 -2.17974 3.06166 -10.25268
C6 0.70001 -4.20641 5.97538
C7 2.89464 10.41330 2.48637
C8 4.29391 12.31326 2.78773
H22 -4.39074 -2.32769 7.40594
H23 -3.63164 -0.56670 1.27393
H24 -1.85168 -4.99833 -3.40695
H25 3.62328 -5.06637 -4.30229
C9 1.60018 -1.53222 -6.35305
H26 -2.03328 3.53728 4.95069
H27 -7.08511 0.11513 0.05333
H28 -0.53959 -2.63905 1.67416
C10 3.51701 -3.98420 -4.37798
H29 -5.74333 -0.39654 7.82578
H30 1.69416 2.26725 0.45780
H31 -1.33047 2.39923 3.82273
C11 5.41643 -0.70509 -0.16277
H32 -1.45379 -1.08485 -4.02309
C12 -2.51905 -1.68138 3.05769
H33 1.81835 -0.51910 -6.69083
H34 4.81477 -2.70659 -1.49167
H35 -4.18709 0.35094 6.42751
H36 0.59057 -0.13000 -2.40020
C13 0.74723 1.77017 0.24725
H37 -4.14036 -0.76710 -3.04547
O5 0.18593 -3.16138 6.70157
H38 3.95306 -4.00997 0.90197
O6 -2.44251 -1.81512 1.61717
O7 1.35592 -7.67543 0.44597
H39 -0.94695 -4.37187 4.52369
H40 -0.85421 2.93983 -8.07379
H41 2.54636 -6.65214 -0.81104
H42 3.06826 -6.18151 1.55417
C14 -0.67012 1.01050 -9.04288
H43 0.28534 1.09137 -9.56120
H44 2.63446 6.12380 2.85411
H45 -4.91940 -2.00675 0.10488
C15 2.09211 6.17979 3.79795
H46 4.85988 11.89025 1.95777
O8 0.55601 1.34009 -1.13255
N1 -1.98987 1.41811 -7.06755
O9 -1.09489 0.64477 5.41473
C16 -6.46490 -0.69952 -0.32054
C17 2.57117 -0.74755 3.04879
H47 -2.72996 -2.04455 -5.01594
H48 1.51445 -3.91338 5.31288
H49 0.49741 -0.41120 3.50838
C18 -5.11055 -0.03755 5.99808
C19 -1.31235 -3.14432 -0.13402
C20 -0.73675 -1.78981 -5.87628
O10 2.86946 -3.56860 -5.57151
H50 1.01948 -6.87500 2.35766
H51 0.57146 -3.35973 7.55808
C21 -1.70450 -1.92950 -4.66480
H52 2.81324 8.34011 2.06690
H53 -3.22388 -0.87662 3.26669
H54 1.07478 -5.01191 6.60692
H55 5.01135 12.72057 3.50011
H56 5.58590 0.01354 0.63908
H57 3.63287 13.07346 2.37155
C22 0.66729 -7.66209 1.69091
C23 2.90075 -3.39765 -0.65498
O11 -1.71361 1.16421 -10.09218
H58 -4.87867 -0.52122 5.04920
H59 -5.13113 0.61822 -3.15630
H60 -1.34338 -0.50461 -1.08488
H61 -1.44257 -4.78850 -5.14261
H62 -2.10712 0.43591 -6.86353
H63 -0.04375 2.46691 0.52473
H64 1.87078 10.74830 2.32024
C24 -0.40906 -0.83352 -0.62995
H65 2.91459 -3.60174 -3.55401
C25 -5.82448 -1.02695 6.94028
C26 -1.56255 -2.88151 1.38624
H66 1.97349 -4.97745 1.54652
H67 -2.16161 3.38773 -6.14162
H68 -0.42034 -7.60502 1.64729
O12 -4.40505 -0.12933 0.91040
C27 -2.18053 2.32463 -5.90171
C28 -5.37106 -1.17833 0.65063
H69 2.47270 -3.85678 -1.54609
N2 -0.28212 -2.32073 -0.85044
H70 -0.95160 -0.80693 -6.29567
C29 3.95865 -2.29623 -0.95617
C30 1.47089 -0.37949 3.99767
H71 -0.85976 2.62351 -11.33764
H72 -0.04669 -5.89019 4.87199
H73 -2.47788 2.06995 -11.75242
C31 -4.13190 0.26149 -3.40605
H74 4.49781 -0.84594 2.98461
C32 0.70369 -0.03379 -1.32036
H75 -4.27593 2.09079 -5.82375
H76 -5.66560 -1.58475 1.61818
H77 -0.02457 2.02769 6.38753
H78 0.73511 -8.58452 2.26763
H79 -1.75173 2.03668 6.75939
H80 -0.90021 -2.58170 -6.60725
H81 1.60215 0.66920 4.26437
H82 -7.17659 -1.47139 -0.61345
H83 -6.88819 -0.96927 6.70941
H84 2.17214 -2.89814 -0.01646
C33 -1.80766 2.28423 -10.91995
O13 -5.07728 -2.22870 6.74227
C34 -0.41955 -4.95134 5.28142
H85 -1.56440 -1.50008 3.55151
C35 2.76580 3.89737 3.91948
O14 4.21862 -1.37027 0.04649
H86 -5.62777 0.89602 5.77665
H87 0.67728 -2.45919 -4.81392
N3 2.04085 8.75059 3.97078
O15 3.81876 -0.57959 3.60876
C36 2.65136 -5.46531 0.84611
H88 -3.53600 2.57935 -4.31203
N4 3.54143 -4.55315 0.15658
H89 3.75600 -1.97680 -6.58963
H90 3.37137 10.42793 1.50626
H91 4.03868 8.72350 3.15970
H92 0.59256 1.04380 1.04510
H93 -3.55113 0.74590 -2.62109
H94 -3.07107 -2.42123 3.63735
C37 -3.48005 1.84908 -5.11929
H95 1.36306 -2.22020 -7.16457
H96 1.64721 7.43905 5.48264
H97 3.78849 4.07914 3.58908
H98 -3.02867 -4.12875 -4.46547
H99 -2.25267 -3.02372 -0.67193
H100 2.14041 9.49485 4.64626
H101 -0.62923 -0.75036 0.43433
H102 6.29481 -1.35047 -0.15629
C38 1.80506 -6.39310 -0.05508
H103 1.72373 -0.20897 -0.97841
H104 0.13156 1.77923 -7.30115
C39 2.97133 -2.10811 -5.84455
C40 -1.98096 -4.37339 -4.29061
H105 -1.20485 -5.19002 5.99867
N5 0.59795 -1.60711 -5.35035

Force components x, y, z for each atom (eV/Å):
H 0.14 0.19 0.54
O 0.39 0.37 -0.03
C -0.46 -0.11 0.80
O 0.29 1.77 -0.58
H -0.41 -0.04 -0.57
O -0.34 -0.24 0.05
H -0.17 0.15 -0.17
H -0.68 0.10 0.11
H 0.17 -0.16 -0.36
H -0.01 0.16 0.41
H -0.57 0.00 -0.08
C -1.49 -0.38 2.14
H 0.44 0.47 0.38
H -0.13 -0.72 -0.22
H 0.11 -0.37 -0.15
O 0.33 -0.03 2.15
H -0.82 -0.34 1.25
C -0.21 1.38 -1.45
H -0.07 -0.11 -0.39
H -0.06 0.09 0.21
H -0.98 -0.30 -0.41
H 0.15 -0.18 -0.32
H -0.49 -0.38 -0.11
C 0.12 0.67 1.81
H 1.00 -0.04 0.07
H 0.06 0.15 -0.11
H -0.29 0.37 0.37
H 0.63 0.44 -0.05
C 1.19 2.34 -1.02
H -0.34 0.72 -0.62
C -0.23 -2.35 -1.32
C 1.04 -0.26 -0.41
C 0.12 -0.56 -0.28
H -0.11 0.18 0.17
H 0.16 -0.07 -0.28
H -0.29 -0.42 -0.30
H -0.46 -0.02 -0.36
C 2.45 -1.64 0.38
H 0.16 0.31 -0.15
H 0.08 0.06 0.45
H 0.22 0.39 0.85
C -0.02 0.73 -0.40
H 0.17 -1.36 1.24
H 0.28 -0.12 -0.55
H -0.15 -0.38 0.22
C 0.83 0.98 0.30
H -0.68 -0.12 0.16
C -1.31 1.22 0.29
H -0.36 0.07 -0.19
H 0.64 -0.24 0.72
H 0.32 -0.53 0.11
H 0.31 -0.56 -0.05
C -0.87 0.31 -0.17
H 0.28 -0.42 -1.03
O 0.16 0.95 1.35
H 0.64 -0.20 0.24
O 0.34 -1.01 2.12
O 0.03 0.85 0.65
H 0.28 0.07 -0.30
H -0.43 0.01 -0.22
H -0.38 -0.24 -0.46
H 1.46 0.13 -0.26
C -1.08 -0.24 -3.13
H 0.27 0.03 0.17
H 1.01 0.23 0.15
H 0.54 -0.16 0.11
C -1.72 0.23 -2.14
H 0.25 0.11 -0.22
O -0.43 1.73 1.98
N 0.48 3.28 -0.81
O -0.57 -2.73 -0.72
C -0.04 0.82 0.77
C -0.46 -1.12 -1.41
H -0.12 0.52 0.27
H -0.03 0.17 -0.24
H 0.02 -0.32 -0.03
C 0.00 0.67 -0.70
C -1.37 0.57 -0.28
C -1.08 1.50 1.15
O -0.26 1.52 -0.44
H 0.04 0.14 -0.05
H -0.38 0.93 0.47
C 1.47 -2.05 -0.35
H -0.54 -0.14 -0.06
H 0.55 0.76 -0.24
H 0.63 0.28 0.49
H -0.29 0.13 0.06
H -0.29 -0.03 0.21
H -0.08 0.25 0.18
C -0.27 0.18 0.51
C 1.43 -0.78 2.02
O 0.65 -1.92 0.98
H -0.01 0.05 -0.02
H -0.44 0.28 -1.02
H -0.30 0.32 -0.20
H -0.32 -0.15 -0.19
H 0.40 0.26 0.03
H -0.04 0.41 -0.55
H -0.21 -0.11 0.30
C -0.89 -1.87 -0.40
H 0.45 -0.05 0.40
C 1.57 2.87 -1.51
C 2.01 -0.32 -2.50
H -0.46 0.82 -0.05
H -0.51 -0.19 -0.22
H -0.26 0.66 -0.77
O -1.26 -0.20 -0.63
C -0.28 -4.09 0.87
C 0.47 0.40 -0.56
H -0.05 0.58 0.04
N 0.00 0.15 1.02
H -0.52 -0.26 -0.53
C -1.70 -0.72 -2.41
C 0.30 0.15 -0.35
H 0.37 -0.10 -0.06
H -0.07 0.04 -0.25
H -0.13 -0.06 0.29
C 0.31 0.62 1.37
H -0.10 -0.03 -0.10
C 0.08 0.01 0.70
H -0.44 -0.25 0.13
H -0.72 0.06 -0.06
H 0.03 0.19 0.37
H 0.94 -0.38 -0.46
H -0.21 0.09 -0.08
H 0.30 -0.21 -0.22
H 0.07 -0.06 0.54
H 0.35 -0.27 -0.04
H 0.02 -1.43 -0.20
H -0.61 -0.17 -0.35
C 0.46 0.56 1.24
O -1.30 -0.34 0.87
C -0.53 0.12 -0.53
H 0.09 0.10 -0.33
C -0.27 0.67 -0.92
O 0.09 -0.85 1.55
H -0.63 -0.11 -0.01
H 0.99 -0.18 0.38
N 0.25 -2.05 0.11
O 1.64 1.10 1.40
C -2.14 -1.09 1.10
H -0.30 -0.40 0.57
N 0.08 1.13 -0.54
H -0.36 -0.35 -0.92
H 0.30 0.40 -0.18
H 0.35 0.18 0.63
H 0.28 -0.87 -0.49
H 0.58 0.36 -0.13
H 0.36 -1.26 -0.67
C 0.17 1.65 -0.90
H -0.12 0.31 -0.68
H -0.34 -0.52 -0.07
H 0.34 -0.20 0.21
H -0.20 -0.68 -0.34
H -0.62 0.40 0.13
H -0.03 -0.16 0.33
H 0.87 0.68 0.09
H -0.03 -0.36 -0.21
C 1.02 0.19 -0.52
H 0.10 -1.15 -0.11
H 0.37 -0.19 0.30
C 0.07 -0.79 -0.51
C 0.45 1.28 0.74
H 0.17 -0.11 0.27
N -0.84 -0.79 0.94

Output
Strongest force on any atom ... 4.2 eV Å⁻¹
E_tot ... -2988.87062 hartree
SMILES string ... COCCNCCOC.COCCNCCOC.COCCNCCOC.COCCNCCOC.COCCNCCOC.CCO.CCO.CCO.CCO.CCO
Orbital gap ... 0.327 Eh
Net charge ... 0
HOMO level ... -8.44 eV